No. 1
The ion C6H10NS with charge +1 at a distorted geometry, computed with wB97M-V/def2-TZVPD.

Summary:
Total charge   +1
Orbital gap   8.42 eV
ΔE to the lowest compared entry with this formula, charge and spin   28.3 kcal per mole
HOMO   -13.547 eV

Last column: natural (NBO) charge in e.
Positions of all 18 atoms, in Å:
C  1.77  -1.01  -0.42  -0.569
C  0.45  -1.21  -0.07  0.291
C  -0.17  1.21  -0.31  -0.121
C  1.13  1.47  0.24  -0.314
C  -0.23  -2.53  0.07  -0.643
C  -1.40  2.07  0.01  -0.638
N  -0.30  -0.15  0.24  -0.481
S  2.41  0.49  -0.01  0.766
H  2.28  -1.77  -1.09  0.296
H  0.02  1.12  -1.36  0.221
H  1.31  2.09  1.07  0.255
H  -0.35  -2.82  -0.99  0.266
H  -1.13  -2.30  0.72  0.233
H  0.34  -3.34  0.51  0.259
H  -1.40  2.39  1.08  0.235
H  -2.25  1.40  -0.23  0.243
H  -1.35  3.13  -0.33  0.273
H  -1.13  -0.25  0.86  0.428

No. 2
The molecule C15H18ClN5 at a distorted geometry, computed with wB97M-V/def2-TZVPD.

Summary:
Total charge   0
SMILES   [H]/N=C1\c2cn[nH]c2N(C(C)(C)C)CN1c1ccc(Cl)cc1
Orbital gap   8.57 eV
ΔE to the lowest compared entry with this formula, charge and spin   18.0 kcal per mole
HOMO   -8.059 eV

Last column: natural (NBO) charge in e.
Positions of all 39 atoms, in Å:
Cl  2.89  -4.26  -2.43  0.037
N  -2.01  4.55  0.65  -0.238
N  0.79  2.15  -1.75  -0.707
C  -1.08  4.31  -0.28  -0.014
C  -0.31  1.84  -1.19  0.441
C  -1.02  2.77  -0.38  -0.268
C  -1.90  2.26  0.54  0.351
C  0.82  -2.53  -2.99  -0.211
C  2.05  -2.18  -0.92  -0.220
C  0.07  -1.50  -2.64  -0.206
C  1.34  -0.90  -0.74  -0.181
C  1.89  -2.93  -2.10  -0.071
C  0.27  -0.63  -1.50  0.171
N  -2.48  3.40  1.16  -0.368
N  -0.62  0.47  -1.17  -0.474
N  -1.96  0.91  0.79  -0.469
C  -1.77  0.05  -0.36  -0.020
C  -1.61  1.47  3.39  -0.630
C  -0.81  -0.69  2.44  -0.626
C  -3.19  -0.13  2.57  -0.613
C  -1.86  0.42  2.27  0.130
H  1.07  3.11  -1.53  0.332
H  -0.53  4.98  -0.86  0.216
H  0.64  -3.09  -3.84  0.221
H  2.65  -2.56  -0.07  0.224
H  -0.74  -1.22  -3.24  0.215
H  1.47  -0.38  0.15  0.212
H  -3.16  3.34  1.92  0.411
H  -2.67  0.12  -0.90  0.179
H  -1.78  -0.99  -0.07  0.221
H  -2.48  2.00  3.81  0.210
H  -1.07  2.32  2.97  0.231
H  -0.99  1.02  4.20  0.230
H  -1.08  -1.73  2.01  0.216
H  0.10  -0.44  1.96  0.218
H  -0.48  -0.82  3.47  0.223
H  -3.91  0.56  3.04  0.205
H  -3.02  -0.93  3.32  0.209
H  -3.69  -0.51  1.71  0.216

No. 3
A structure of composition C28H33MnN5O6SSeSi, computed with wB97M-V/def2-TZVPD.

Summary:
Expectation value of S²   3.772
Total charge   0
2S+1   4
Orbital gap (alpha / beta)   6.81 / 6.78 eV
ΔE to the lowest compared entry with this formula, charge and spin   0.0 kcal per mole
HOMO (alpha / beta)   -6.874 / -6.930 eV

Last column: Löwdin spin population.
Positions of all 76 atoms, in Å:
Mn  -0.09  -0.55  -1.33  2.864
C  -0.44  1.66  1.12  0.003
C  -0.93  0.29  1.45  0.012
C  -1.56  0.12  2.70  -0.003
C  -2.00  -1.11  3.09  0.010
C  -1.76  -2.23  2.26  0.000
C  -2.14  -3.53  2.64  0.007
C  -1.80  -4.58  1.83  -0.001
C  -1.07  -4.37  0.65  0.007
C  -0.68  -3.11  0.23  -0.005
S  0.29  -2.87  -1.19  -0.017
C  -1.08  -2.01  1.05  0.003
N  -0.75  -0.73  0.62  -0.010
H  0.37  1.91  1.80  0.001
H  -1.22  2.40  1.28  0.001
H  -0.06  1.75  0.11  0.001
H  -1.69  0.99  3.33  0.000
H  -2.52  -1.25  4.03  0.001
H  -2.67  -3.68  3.57  0.000
H  -2.07  -5.59  2.10  0.000
H  -0.77  -5.22  0.05  0.000
N  -0.97  1.50  -2.21  0.003
C  -2.26  1.36  -2.90  0.000
C  -3.40  2.15  -2.23  0.000
C  -3.63  1.89  -0.74  0.000
C  -3.84  0.44  -0.31  0.000
N  -4.97  -0.18  -1.00  0.000
C  -4.96  -1.37  -1.58  0.000
N  -5.96  -1.68  -2.44  0.000
N  -4.08  -2.31  -1.24  0.000
C  -2.66  -0.12  -3.00  0.007
O  -3.69  -0.40  -3.63  0.007
O  -1.90  -0.93  -2.40  0.048
H  -0.88  2.43  -1.80  0.001
H  -0.22  1.44  -2.89  0.000
H  -2.19  1.72  -3.93  0.000
H  -4.30  1.91  -2.80  0.000
H  -3.23  3.22  -2.36  0.000
H  -4.49  2.49  -0.41  0.000
H  -2.78  2.26  -0.16  0.000
H  -3.99  0.39  0.77  0.000
H  -2.94  -0.13  -0.55  0.000
H  -5.69  0.45  -1.32  0.000
H  -6.24  -0.92  -3.03  0.000
H  -5.81  -2.53  -2.97  0.000
H  -3.24  -2.02  -0.76  0.000
H  -3.88  -3.01  -1.94  0.000
O  2.00  0.15  -0.64  0.041
Se  2.34  0.62  -2.32  0.004
O  3.80  0.10  -2.70  0.003
O  1.09  -0.24  -2.97  0.006
O  2.07  2.21  -2.34  0.001
C  7.24  -1.49  -0.41  0.000
C  6.95  -0.13  -0.53  0.000
C  5.69  0.33  -0.19  0.000
C  4.71  -0.54  0.27  0.001
C  5.01  -1.90  0.38  0.000
C  6.28  -2.37  0.04  0.000
Si  3.01  0.03  0.72  0.004
C  2.98  1.66  1.60  0.001
C  2.92  1.68  3.00  0.000
C  2.87  2.88  3.70  0.000
C  2.89  4.08  3.00  0.000
C  2.95  4.08  1.61  0.000
C  3.00  2.88  0.92  0.000
H  8.22  -1.85  -0.68  0.000
H  7.70  0.56  -0.89  0.000
H  5.48  1.39  -0.29  0.000
H  4.26  -2.60  0.72  0.000
H  6.50  -3.43  0.12  0.000
H  2.35  -0.99  1.57  0.000
H  2.90  0.75  3.55  0.000
H  2.82  2.88  4.78  0.000
H  2.85  5.02  3.54  0.000
H  2.96  5.01  1.07  0.000
H  3.01  2.90  -0.16  0.000

No. 4
A cluster of 2 separate species, C14H5Cl4N2O4 in total at a distorted geometry, computed with wB97M-V/def2-TZVPD.

Summary:
Total charge   -1
Orbital gap   3.97 eV
ΔE to the lowest compared entry with this formula, charge and spin   0.0 kcal per mole
HOMO   -3.926 eV

Last column: natural (NBO) charge in e.
Positions of all 29 atoms, in Å:
Cl  1.85  1.32  1.62  0.091
C  0.38  2.18  1.78  -0.082
C  0.36  3.51  2.08  -0.149
Cl  1.77  4.39  2.42  0.078
C  -0.91  4.29  2.13  0.471
O  -0.93  5.50  2.26  -0.495
C  -2.15  3.47  2.08  -0.161
Cl  -3.60  4.31  2.36  0.077
C  -2.13  2.13  1.84  -0.073
Cl  -3.56  1.19  1.85  0.123
C  -0.86  1.38  1.61  0.407
O  -0.85  0.17  1.36  -0.415
C  -0.99  -0.48  -1.22  -0.221
N  -2.24  -0.93  -0.96  0.457
O  -3.23  -0.13  -0.99  -0.543
O  -2.41  -2.16  -0.69  -0.536
C  0.10  -1.39  -1.30  -0.023
C  0.20  -2.60  -0.56  -0.166
C  1.33  -3.40  -0.71  -0.165
C  2.37  -3.04  -1.58  -0.263
C  3.57  -3.84  -1.66  0.311
N  4.55  -4.48  -1.74  -0.395
C  2.24  -1.88  -2.37  -0.170
C  1.14  -1.07  -2.21  -0.227
H  -0.88  0.55  -1.55  0.195
H  -0.59  -2.90  0.12  0.246
H  1.42  -4.33  -0.14  0.210
H  3.02  -1.63  -3.08  0.212
H  1.02  -0.14  -2.78  0.205

No. 5
A structure of composition C5H10O3 at a distorted geometry, computed with wB97M-V/def2-TZVPD.

Summary:
Total charge   0
Orbital gap   9.37 eV
ΔE to the lowest compared entry with this formula, charge and spin   85.7 kcal per mole
HOMO   -8.730 eV

Last column: natural (NBO) charge in e.
Positions of all 18 atoms, in Å:
C  -1.02  -0.08  0.47  0.802
C  0.35  -0.69  0.07  0.164
C  0.02  1.64  -0.15  -0.779
C  1.14  0.63  0.19  -0.424
C  0.31  -1.24  -1.34  -0.616
O  -1.20  -0.10  1.80  -0.673
O  -2.08  0.05  -0.29  -0.768
O  0.77  -1.74  0.91  -0.699
H  -2.12  0.16  1.98  0.508
H  -1.30  1.07  -0.47  0.457
H  0.72  -1.45  1.83  0.477
H  0.06  1.95  -1.20  0.228
H  -0.03  2.51  0.50  0.220
H  1.47  0.77  1.22  0.211
H  2.02  0.67  -0.46  0.216
H  -0.37  -2.09  -1.39  0.230
H  -0.04  -0.49  -2.05  0.222
H  1.31  -1.56  -1.62  0.223

No. 6
A structure of composition C17H21ClN4OS4V, computed with wB97M-V/def2-TZVPD.

Summary:
Total charge   +3
Orbital gap   5.38 eV
ΔE to the lowest compared entry with this formula, charge and spin   0.8 kcal per mole
HOMO   -17.074 eV

Last column: natural (NBO) charge in e.
Positions of all 49 atoms, in Å:
V  -0.85  -1.24  0.92  0.407
C  -3.80  -1.58  2.52  -0.263
O  -2.55  -2.07  1.92  -0.585
C  -2.45  -3.40  1.55  -0.108
S  -3.47  -4.58  1.77  0.377
S  -0.85  -3.42  0.76  0.301
H  -3.64  -0.52  2.67  0.220
H  -3.96  -2.10  3.46  0.247
H  -4.62  -1.77  1.83  0.234
N  1.66  0.95  3.50  -0.719
C  0.43  1.12  3.05  0.406
S  -0.59  -0.32  2.95  0.150
N  -0.06  2.30  2.77  -0.535
C  -1.43  2.58  2.38  0.142
C  -2.44  2.43  3.31  -0.246
C  -3.74  2.76  2.94  -0.185
C  -4.00  3.25  1.66  -0.168
C  -2.96  3.42  0.75  -0.187
C  -1.66  3.09  1.11  -0.260
H  1.97  0.04  3.81  0.447
H  2.26  1.73  3.73  0.442
H  0.53  3.11  2.94  0.440
H  -2.23  2.10  4.32  0.242
H  -4.54  2.67  3.66  0.254
H  -5.00  3.53  1.39  0.255
H  -3.16  3.84  -0.22  0.249
H  -0.84  3.26  0.42  0.229
N  1.73  -2.61  -1.73  -0.735
C  1.92  -1.46  -1.11  0.396
S  1.40  -1.27  0.58  0.126
N  2.56  -0.47  -1.68  -0.518
C  3.19  -0.59  -2.99  0.016
C  4.46  -1.14  -3.07  -0.224
C  5.06  -1.26  -4.32  -0.169
C  4.37  -0.84  -5.45  -0.151
C  3.10  -0.30  -5.35  -0.191
C  2.49  -0.17  -4.11  -0.180
H  1.38  -3.42  -1.24  0.438
H  2.14  -2.75  -2.65  0.459
H  2.70  0.38  -1.15  0.436
H  4.99  -1.45  -2.17  0.239
H  6.05  -1.67  -4.40  0.254
H  4.84  -0.93  -6.42  0.255
H  2.58  0.03  -6.24  0.250
H  1.51  0.27  -4.02  0.216
Cl  -2.48  -0.18  -0.38  0.295
C  -0.86  -0.51  -0.97  -0.527
H  -0.32  0.41  -1.19  0.257
H  -0.86  -1.25  -1.76  0.272

No. 7
The molecule C5H11NS2 at a distorted geometry, computed with wB97M-V/def2-TZVPD.

Summary:
Total charge   0
SMILES   CS[C@H]1CNC[C@@H]1S
Orbital gap   9.38 eV
ΔE to the lowest compared entry with this formula, charge and spin   13.5 kcal per mole
HOMO   -8.606 eV

Last column: natural (NBO) charge in e.
Positions of all 19 atoms, in Å:
C  -2.85  -0.73  -0.34  -0.738
C  -0.14  -0.50  -0.20  -0.393
C  -0.37  1.03  -0.16  -0.252
C  1.73  0.76  0.81  -0.247
C  1.23  -0.66  0.57  -0.360
H  -3.75  -1.26  -0.07  0.233
H  -3.04  0.30  -0.14  0.209
H  -2.69  -0.87  -1.36  0.212
H  0.00  -0.84  -1.25  0.226
H  -0.98  1.41  0.70  0.200
H  -0.88  1.35  -1.06  0.207
H  1.39  1.63  -1.02  0.342
H  2.84  0.93  0.66  0.217
H  1.42  1.08  1.82  0.202
H  1.04  -1.13  1.56  0.236
H  3.16  -0.98  -0.89  0.113
N  0.96  1.66  -0.06  -0.601
S  -1.46  -1.34  0.65  0.219
S  2.39  -1.84  -0.19  -0.024

No. 8
A cluster of 7 separate species, H14O7 in total at a distorted geometry, computed with wB97M-V/def2-TZVPD.

Summary:
Total charge   0
Orbital gap   8.69 eV
ΔE to the lowest compared entry with this formula, charge and spin   94.5 kcal per mole
HOMO   -8.820 eV

Last column: natural (NBO) charge in e.
Positions of all 21 atoms, in Å:
O  33.72  -14.49  3.21  -0.779
H  33.98  -14.73  4.17  0.558
H  33.57  -13.56  3.22  0.555
H  32.81  -14.76  3.24  0.542
O  34.01  -11.83  3.00  -1.265
H  34.11  -11.22  3.84  0.421
O  35.83  -12.34  4.93  -0.979
H  35.27  -12.25  4.18  0.489
H  35.99  -11.51  5.23  0.452
O  33.94  -12.11  0.35  -0.965
H  34.05  -11.97  1.21  0.495
H  34.64  -11.88  -0.19  0.458
O  34.42  -15.25  5.75  -0.969
H  34.45  -16.29  5.95  0.501
H  34.65  -14.79  6.56  0.510
O  31.26  -15.86  3.32  -0.955
H  30.97  -16.37  2.60  0.482
H  30.53  -15.80  3.91  0.491
O  32.03  -12.75  4.90  -1.008
H  32.75  -12.26  4.37  0.500
H  32.19  -12.58  5.84  0.466